ORCA calculation (ωB97M-V/def2-TZVPD) on a 3-piece molecular cluster, C12H33O5PSi overall.

XYZ file:
```
52
Properties=species:S:1:pos:R:3
P -0.79929 -2.01898 -0.25437
Si 1.63300 -3.47395 1.85103
O 0.60746 -2.01031 -0.68465
O 4.80418 -2.04931 0.80695
O -1.79533 -2.70105 -1.29637
O -1.70230 4.81125 1.44044
O -1.42194 -0.57062 -0.01497
C -1.11673 -2.95684 1.23236
C 4.53522 -1.63050 -0.53087
C -3.22936 6.69405 1.36389
C -4.06821 4.34833 1.72852
C 3.51122 -0.50695 -0.54689
C -3.01595 5.21945 1.05938
C -1.79903 -2.15469 -2.62466
C -1.39731 1.80672 -0.33116
C -0.09522 -4.09425 1.38177
C -1.04733 -3.05957 -3.59724
C -0.54753 0.58141 -0.06616
C 5.82419 -1.24160 -1.23872
H -2.83663 -2.03884 -2.92495
H 3.90429 0.36982 -0.02181
H 1.57446 -2.01856 2.11572
H -3.90487 3.29696 1.49281
H 0.19057 0.45511 -0.85163
H -0.75558 2.67201 -0.47103
H -1.35422 -1.15980 -2.62527
H -0.44896 -4.76789 2.16479
H 4.10505 -2.50824 -1.01490
H 5.63663 -0.96644 -2.27747
H -1.62210 4.92893 2.39231
H -3.05226 5.06519 -0.02027
H -1.55628 -3.07960 -4.55682
H 6.28819 -0.38684 -0.73806
H -1.10817 -2.28073 2.08642
H 5.18821 -1.30626 1.28268
H 2.15705 -4.20331 3.02682
H 6.53609 -2.06690 -1.21975
H -2.11573 1.97556 0.46328
H -5.07303 4.62396 1.40643
H -1.02114 -4.06481 -3.18319
H -4.01591 4.45996 2.81511
H -3.15348 6.87233 2.44010
H -4.21303 7.02863 1.03233
H -0.02228 -4.68186 0.46910
H -2.47025 7.30037 0.87029
H -0.02182 -2.72933 -3.72934
H 2.59332 -0.82335 -0.05133
H -1.94220 1.64745 -1.26368
H 3.26528 -0.21270 -1.56825
H -0.04588 0.66556 0.89627
H -2.13288 -3.35066 1.16720
H 2.54784 -3.70831 0.71779
```

Properties
- SMILES: CCOP(=O)(CC[SiH3])OCC.CC(C)O.CC(C)O
- Net charge: 0
- Total energy: -1484.1255 Eh
- ΔE to the lowest compared entry with this formula, charge and spin: 0.062 eV
- Frontier orbital gap: 0.38992 hartree
- LUMO: 0.766 eV

Charge distribution, Löwdin scheme, values in e: 0.460 0.654 -0.279 -0.081 -0.203 -0.060 -0.204 -0.297 -0.507 -0.064 -0.060 -0.067 -0.505 -0.264 -0.067 -0.404 -0.064 -0.260 -0.065 0.116 0.082 -0.054 0.065 0.105 0.080 0.105 0.060 0.131 0.078 0.087 0.136 0.071 0.078 0.087 0.085 -0.084 0.077 0.061 0.081 0.079 0.083 0.081 0.079 0.066 0.079 0.072 0.036 0.079 0.083 0.121 0.093 -0.062